Run one
Formula: C3H8O3
Source: the Open Molecules 2025 dataset
Level of theory: ωB97M-V with the def2-TZVPD basis set

Its gap between HOMO and LUMO is 10.20 eV. The value obtained for the HOMO energy is -9.4 eV. Its structure (SMILES) is OCC(O)CO.

The geometry in ORCA input format:
```
! wB97M-V def2-TZVPD RIJCOSX def2/J DEFGRID3
* xyz 0 1
O -1.6109 -0.5501 0.5978
C -1.1343 -0.6038 -0.7220
C 0.4515 -0.5567 -0.1790
O 0.8061 -0.7053 1.2285
C 0.9516 0.8562 -0.3853
O 0.1925 1.7571 0.4256
H -1.2887 0.3332 0.8460
H -1.5116 -1.5271 -1.2190
H -1.6775 0.1997 -1.3077
H 0.9366 -1.3741 -0.6893
H 0.5720 -1.5554 1.6220
H 2.0130 0.9306 -0.1272
H 0.7741 1.1313 -1.4210
H 0.5256 1.6645 1.3308
*
```

Run two
Formula: C3H8O3
Source: the Open Molecules 2025 dataset
Level of theory: ωB97M-V with the def2-TZVPD basis set

Its gap between HOMO and LUMO is 7.59 eV. The value obtained for the HOMO energy is -7.1 eV.

The geometry in ORCA input format:
```
! wB97M-V def2-TZVPD RIJCOSX def2/J DEFGRID3
* xyz 0 1
O 0.8884 0.7715 0.2416
C 1.7130 -0.2556 -0.7116
C -0.3903 0.4418 -0.4479
O -1.2989 1.3648 0.0617
C -0.8887 -0.9300 0.0014
O -0.6476 -1.0195 1.4008
H 0.7851 0.3630 1.1364
H 2.3641 0.4755 -1.1921
H 2.2640 -0.8289 0.0341
H -0.2414 0.5411 -1.5304
H -0.9257 2.2325 -0.1399
H -1.9633 -0.9773 -0.2139
H -0.3663 -1.7534 -0.4822
H -1.2613 -0.3941 1.8104
*
```

The structure with the greatest stability is run one.

Run one
Formula: C3H8O3
Source: the Open Molecules 2025 dataset
Level of theory: ωB97M-V with the def2-TZVPD basis set

Its gap between HOMO and LUMO is 11.18 eV. The value obtained for the HOMO energy is -10.4 eV. Its structure (SMILES) is O=CO.CCO.

The geometry in ORCA input format:
```
! wB97M-V def2-TZVPD RIJCOSX def2/J DEFGRID3
* xyz 0 1
O 6.7691 0.2805 -1.9767
C 6.5195 -0.8556 -2.1865
O 5.3534 -1.4938 -1.6480
H 6.7606 -1.5286 -3.0805
H 4.7316 -0.8069 -1.2607
C -3.8279 1.0801 1.6673
C -2.9299 0.0582 1.0221
O -2.4586 0.2257 -0.3215
H -4.8285 0.6714 1.9066
H -3.8622 2.0486 1.2778
H -3.5345 1.3118 2.6654
H -2.0129 0.0734 1.7239
H -3.5049 -0.8158 1.0973
H -3.1748 -0.2491 -0.8864
*
```

Run two
Formula: C3H8O3
Source: the Open Molecules 2025 dataset
Level of theory: ωB97M-V with the def2-TZVPD basis set

Its gap between HOMO and LUMO (alpha / beta) is 9.05 / 9.05 eV. The value obtained for the HOMO energy (alpha / beta) is -8.5 / -8.5 eV.

The geometry in ORCA input format:
```
! wB97M-V def2-TZVPD RIJCOSX def2/J DEFGRID3
* xyz 0 1
C -0.4377 -0.4432 0.4004
C 0.0698 0.7619 0.9120
C -0.6155 -0.7442 -1.0431
O 1.6228 -0.4777 0.6820
O 2.2092 -0.2505 -0.6280
O -1.7938 0.8771 0.8950
H 2.9912 0.2657 -0.3898
H -2.0433 1.3117 0.0669
H -0.6783 -1.2213 1.1103
H 0.2169 0.8956 1.9702
H 0.4061 1.5369 0.2397
H -1.6010 -1.1803 -1.2116
H 0.1417 -1.4724 -1.3390
H -0.4880 0.1407 -1.6649
*
```

The structure with the greatest stability is run one.

Run one
Formula: C6H18N2O
Source: the Open Molecules 2025 dataset
Level of theory: ωB97M-V with the def2-TZVPD basis set

Its gap between HOMO and LUMO is 8.97 eV. The value obtained for the HOMO energy is -8.1 eV. Its structure (SMILES) is CCNCCNCC.O.

The geometry in ORCA input format:
```
! wB97M-V def2-TZVPD RIJCOSX def2/J DEFGRID3
* xyz 0 1
C 2.8882 -2.0785 -0.0557
C 1.4626 -2.5089 -0.2748
N 0.4878 -2.0653 0.7048
C -0.1698 -0.6946 0.8086
C 0.8649 0.6610 1.0777
N -0.1814 1.6372 1.4001
C -0.3430 2.7619 0.3992
C -1.7273 2.3434 -0.3398
H 3.4992 -2.2696 -0.9605
H 3.2656 -2.4260 0.8934
H 2.8517 -1.0179 0.2445
H 1.3059 -3.6493 -0.5070
H 0.9952 -2.2524 -1.3040
H 0.8977 -2.2891 1.6171
H -0.8400 -0.4431 -0.2360
H -1.0680 -0.9636 1.4562
H 1.5414 0.4666 1.8985
H 1.4607 0.8366 0.2119
H 0.0368 2.1706 2.2776
H -0.5061 3.7295 1.0295
H 0.3169 3.0444 -0.4825
H -1.6854 1.2615 -0.2122
H -1.6282 2.5221 -1.3518
H -2.5308 2.7646 0.2605
O -3.5792 -0.8103 -3.0364
H -4.2404 -0.8948 -2.3735
H -3.3747 0.1639 -3.1452
*
```

Run two
Formula: C6H18N2O
Source: the Open Molecules 2025 dataset
Level of theory: ωB97M-V with the def2-TZVPD basis set

Its gap between HOMO and LUMO is 8.11 eV. The value obtained for the HOMO energy is -7.3 eV.

The geometry in ORCA input format:
```
! wB97M-V def2-TZVPD RIJCOSX def2/J DEFGRID3
* xyz 0 1
C 0.5993 -1.2903 0.1299
C 0.8393 0.5440 -0.7000
C 1.7028 -2.0382 -0.5973
C 0.1352 0.6699 -2.0455
C 0.9144 1.8744 0.0617
N -0.6493 -1.8372 0.0442
O 0.9385 -1.0233 1.4656
H 0.3855 -1.6137 1.9921
H 1.8823 0.3068 -0.9135
H -0.8284 -2.2139 -0.8795
H -1.4840 -0.8715 0.4104
H 1.5656 -1.9748 -1.6755
H 2.6757 -1.6272 -0.3401
H 1.6723 -3.0884 -0.2973
H 0.1167 -0.2846 -2.5771
H -0.9033 0.9990 -1.9392
H 1.5783 2.5861 -0.4433
H -0.0581 2.3714 0.1412
H 1.2787 1.7014 1.0757
H 0.6268 1.3993 -2.6986
C -1.9159 0.8420 1.9848
N -1.8284 0.3539 0.6060
H -2.5734 0.7145 0.0209
H -0.8928 0.6260 0.1578
H -1.9037 1.9338 2.0287
H -1.0496 0.4712 2.5292
H -2.8245 0.4692 2.4586
*
```

The structure with the greatest stability is run two.

Run one
Formula: C2H2O3S
Source: the Open Molecules 2025 dataset
Level of theory: ωB97M-V with the def2-TZVPD basis set

Its gap between HOMO and LUMO is 10.65 eV. The value obtained for the HOMO energy is -11.8 eV. Its structure (SMILES) is O=S(=O)=O.C#C.

The geometry in ORCA input format:
```
! wB97M-V def2-TZVPD RIJCOSX def2/J DEFGRID3
* xyz 0 1
O 1.4023 1.1778 -0.9810
S 1.3008 0.1172 -0.0058
O 1.2376 0.3228 1.4253
O 1.6110 -1.2316 -0.4496
C -1.6918 0.3043 0.3342
C -1.0845 -0.4952 -0.3416
H -1.9475 1.1713 0.7984
H -0.8279 -1.3666 -0.7799
*
```

Run two
Formula: C2H2O3S
Source: the Open Molecules 2025 dataset
Level of theory: ωB97M-V with the def2-TZVPD basis set

Its gap between HOMO and LUMO (alpha / beta) is 4.51 / 4.50 eV. The value obtained for the HOMO energy (alpha / beta) is -8.0 / -8.0 eV.

The geometry in ORCA input format:
```
! wB97M-V def2-TZVPD RIJCOSX def2/J DEFGRID3
* xyz 0 1
C -0.7009 0.5126 -0.3196
C 0.4303 -0.9904 1.0519
O -0.2580 0.1766 1.0079
O 0.2322 0.7797 -0.9362
O -1.9124 0.6835 -0.3770
S 0.8633 1.7966 -2.4288
H 1.1408 -1.3880 1.8144
H 0.2047 -1.5707 0.1874
*
```

Run three
Formula: C2H2O3S
Source: the Open Molecules 2025 dataset
Level of theory: ωB97M-V with the def2-TZVPD basis set

Its gap between HOMO and LUMO is 10.13 eV. The value obtained for the HOMO energy is -10.5 eV. Its structure (SMILES) is O=C(O)C(=O)S.

The geometry in ORCA input format:
```
! wB97M-V def2-TZVPD RIJCOSX def2/J DEFGRID3
* xyz 0 1
O 1.8351 0.7822 0.2038
C 0.8118 0.2077 -0.0243
O 0.7514 -1.1258 -0.1401
C -0.6121 0.9328 -0.0713
O -0.7211 2.1143 -0.1014
S -2.0977 -0.1469 0.0806
H 1.6870 -1.4161 -0.0706
H -1.6544 -1.3482 0.1233
*
```

The structure with the greatest stability is run three.

Run one
Formula: C2H2O3S
Source: the Open Molecules 2025 dataset
Level of theory: ωB97M-V with the def2-TZVPD basis set

Its gap between HOMO and LUMO (alpha / beta) is 8.52 / 8.51 eV. The value obtained for the HOMO energy (alpha / beta) is -9.3 / -9.3 eV.

The geometry in ORCA input format:
```
! wB97M-V def2-TZVPD RIJCOSX def2/J DEFGRID3
* xyz 0 1
C -0.4830 0.7459 0.3727
C -1.7907 -0.2482 0.0768
O 0.5457 1.2740 0.5094
O 2.2359 -0.1983 -1.4209
O 1.7804 -1.2388 0.7653
S 2.3278 -0.1338 0.0151
H -2.0578 -0.1818 -1.0322
H -2.5583 -0.0190 0.7138
*
```

Run two
Formula: C2H2O3S
Source: the Open Molecules 2025 dataset
Level of theory: ωB97M-V with the def2-TZVPD basis set

Its gap between HOMO and LUMO is 7.86 eV. The value obtained for the HOMO energy is -9.0 eV. Its structure (SMILES) is O=C(O)C(O)=S.

The geometry in ORCA input format:
```
! wB97M-V def2-TZVPD RIJCOSX def2/J DEFGRID3
* xyz 0 1
O -1.3266 1.2833 0.3175
C -0.4225 0.5043 -0.1493
O -0.1901 -0.0024 -1.3133
C 0.3245 -0.2292 0.8218
O 0.8045 -1.4269 0.4021
S 0.3851 0.2786 2.4024
H -0.7219 0.7094 -1.8361
H 1.1470 -1.1171 -0.6452
*
```

The structure with the greatest stability is run two.

Run one
Formula: C2H2O3S
Source: the Open Molecules 2025 dataset
Level of theory: ωB97M-V with the def2-TZVPD basis set

Its gap between HOMO and LUMO (alpha / beta) is 8.30 / 6.33 eV. The value obtained for the HOMO energy (alpha / beta) is -8.3 / -7.8 eV.

The geometry in ORCA input format:
```
! wB97M-V def2-TZVPD RIJCOSX def2/J DEFGRID3
* xyz 0 1
C 1.9882 0.8910 0.0581
C -1.4217 0.0630 0.4159
O -0.3280 -0.1754 0.9919
O 0.7837 -1.4090 -1.0608
O 1.7988 1.2137 -1.0312
S 0.9699 -1.0205 0.3163
H -2.3613 0.3025 1.0310
H -1.4295 0.1347 -0.7214
*
```

Run two
Formula: C2H2O3S
Source: the Open Molecules 2025 dataset
Level of theory: ωB97M-V with the def2-TZVPD basis set

Its gap between HOMO and LUMO (alpha / beta) is 8.59 / 8.59 eV. The value obtained for the HOMO energy (alpha / beta) is -9.6 / -9.6 eV.

The geometry in ORCA input format:
```
! wB97M-V def2-TZVPD RIJCOSX def2/J DEFGRID3
* xyz 0 1
C -1.4820 0.8869 0.0529
C -0.1377 -0.8877 0.2204
O 2.3998 -1.3553 -0.3363
O -1.0814 1.8527 -0.4593
O 1.7883 0.8771 0.5667
S 1.4045 -0.3469 -0.0706
H -2.4155 0.5979 0.5204
H -0.4760 -1.6248 -0.4941
*
```

The structure with the greatest stability is run one.